ORCA calculation (wB97M-V/def2-TZVPD) on a structure of composition C5H8O2.

The energy above the lowest of the compared OMol25 structures with the same formula, charge and spin comes out at 138.15 kcal per mole. The strongest force on any atom is 0.4 eV Å⁻¹. The gap between HOMO and LUMO is 0.373 Eh. For the HOMO energy, the calculation gives -0.3380 Eh.

Geometry as ORCA input:
```
! wB97M-V def2-TZVPD RIJCOSX def2/J DEFGRID3
* xyz 0 1
C -1.503 -0.765 0.522
C 0.322 -0.333 0.453
O 0.925 -1.066 1.368
C 0.756 -0.362 -1.048
C 0.977 1.140 -0.905
O -0.286 1.733 -0.620
C 0.449 1.192 0.468
H -1.784 0.085 -0.101
H -1.740 -1.703 0.016
H -2.025 -0.671 1.483
H -0.427 -1.141 1.182
H 1.678 -0.945 -1.104
H 0.043 -0.657 -1.822
H 1.736 1.767 -1.363
H 0.707 1.823 1.311
*
```


ORCA calculation (wB97M-V/def2-TZVPD) on a structure of composition C5H8O2.

The energy above the lowest of the compared OMol25 structures with the same formula, charge and spin comes out at 4.27 kcal per mole. The strongest force on any atom is 0.6 eV Å⁻¹. The gap between HOMO and LUMO is 0.409 Eh. For the HOMO energy, the calculation gives -0.3825 Eh.

Geometry as ORCA input:
```
! wB97M-V def2-TZVPD RIJCOSX def2/J DEFGRID3
* xyz 0 1
C -0.798 1.341 -0.384
C -0.156 0.053 0.110
C -1.083 -0.985 0.714
C 0.953 -0.529 -0.787
C 1.878 0.021 0.287
O 3.052 0.120 0.476
O 0.871 0.440 1.098
H -0.116 1.874 -1.055
H -1.742 1.178 -0.911
H -0.987 1.995 0.474
H -0.478 -1.745 1.222
H -1.771 -0.552 1.446
H -1.669 -1.486 -0.065
H 0.973 -1.621 -0.840
H 1.074 -0.104 -1.785
*
```


ORCA calculation (wB97M-V/def2-TZVPD) on a cluster of 2 separate species, C5H8O2 in total.

The energy above the lowest of the compared OMol25 structures with the same formula, charge and spin comes out at 52.25 kcal per mole. The strongest force on any atom is 1.1 eV Å⁻¹. The structure (SMILES) is C=C=O.C=CCO. The gap between HOMO and LUMO is 0.374 Eh. For the HOMO energy, the calculation gives -0.3435 Eh.

Geometry as ORCA input:
```
! wB97M-V def2-TZVPD RIJCOSX def2/J DEFGRID3
* xyz 0 1
C -2.552 -0.691 -0.062
C -1.670 -0.958 -0.997
O -0.893 -1.216 -1.831
H -3.485 -1.239 -0.034
H -2.328 0.079 0.664
C 0.043 1.641 -0.171
C 0.605 0.744 0.634
C 1.519 -0.349 0.165
O 2.728 -0.250 0.898
H -0.627 2.412 0.202
H 0.234 1.637 -1.243
H 0.418 0.767 1.707
H 1.036 -1.326 0.336
H 1.685 -0.253 -0.919
H 3.285 -0.998 0.652
*
```


ORCA calculation (wB97M-V/def2-TZVPD) on the molecule C5H8O2.

The energy above the lowest of the compared OMol25 structures with the same formula, charge and spin comes out at 79.92 kcal per mole. The strongest force on any atom is 1.5 eV Å⁻¹. The structure (SMILES) is C#C[C@](C)(O)CO. The gap between HOMO and LUMO is 0.374 Eh. For the HOMO energy, the calculation gives -0.3514 Eh.

Geometry as ORCA input:
```
! wB97M-V def2-TZVPD RIJCOSX def2/J DEFGRID3
* xyz 0 1
C -2.018 1.040 0.605
C -1.044 0.629 0.021
C 0.182 -0.054 -0.337
C 1.296 0.899 -0.794
O -0.035 -1.062 -1.327
C 0.300 -0.698 1.116
O 0.030 -2.066 1.110
H -2.898 1.611 0.627
H 2.172 0.354 -1.163
H 1.604 1.544 0.034
H 0.943 1.548 -1.606
H -0.864 -0.868 -1.785
H -0.475 -0.158 1.703
H 1.264 -0.475 1.572
H -0.446 -2.253 0.287
*
```


ORCA calculation (wB97M-V/def2-TZVPD) on the molecule C5H8O2.

The energy above the lowest of the compared OMol25 structures with the same formula, charge and spin comes out at 21.82 kcal per mole. The strongest force on any atom is 0.5 eV Å⁻¹. The structure (SMILES) is CC1(OC=O)CC1. The gap between HOMO and LUMO is 0.416 Eh. For the HOMO energy, the calculation gives -0.3792 Eh.

Geometry as ORCA input:
```
! wB97M-V def2-TZVPD RIJCOSX def2/J DEFGRID3
* xyz 0 1
C -0.331 1.464 -0.303
C -0.147 0.056 0.208
O 1.150 -0.209 0.747
C 2.174 -0.214 -0.116
O 2.113 -0.012 -1.300
C -0.833 -1.104 -0.436
C -1.226 -0.659 0.953
H 0.055 1.566 -1.320
H 0.201 2.168 0.345
H -1.391 1.734 -0.294
H 3.100 -0.434 0.436
H -1.501 -0.892 -1.266
H -0.274 -2.030 -0.526
H -2.173 -0.144 1.090
H -0.920 -1.289 1.783
*
```


ORCA calculation (wB97M-V/def2-TZVPD) on a structure of composition C5H8O2.

The energy above the lowest of the compared OMol25 structures with the same formula, charge and spin comes out at 66.91 kcal per mole. The strongest force on any atom is 0.5 eV Å⁻¹. The gap between HOMO and LUMO is 0.388 Eh. For the HOMO energy, the calculation gives -0.3516 Eh.

Geometry as ORCA input:
```
! wB97M-V def2-TZVPD RIJCOSX def2/J DEFGRID3
* xyz 0 1
O 2.364 -0.879 -1.058
C 0.669 0.115 0.974
C 0.297 1.295 0.489
C -0.863 0.886 -0.434
C -1.656 -0.062 0.496
C -0.323 -0.823 0.275
O -0.332 -0.301 -1.095
H 2.066 -1.587 -1.639
H 1.427 -0.163 1.694
H 0.630 2.298 0.730
H 1.661 -0.225 -1.175
H -1.321 1.607 -1.112
H -1.898 0.283 1.505
H -2.501 -0.538 -0.008
H -0.219 -1.906 0.358
*
```


ORCA calculation (wB97M-V/def2-TZVPD) on the molecule C5H8O2.

The energy above the lowest of the compared OMol25 structures with the same formula, charge and spin comes out at 51.89 kcal per mole. The strongest force on any atom is 0.4 eV Å⁻¹. The structure (SMILES) is C1CO[C@@H]2C[C@@H]2O1. The gap between HOMO and LUMO is 0.379 Eh. For the HOMO energy, the calculation gives -0.3395 Eh.

Geometry as ORCA input:
```
! wB97M-V def2-TZVPD RIJCOSX def2/J DEFGRID3
* xyz 0 1
C 1.545 -0.315 -0.034
C 1.116 1.028 -0.610
O -0.297 1.214 -0.713
C -1.134 0.128 -0.479
C -1.710 -0.062 0.897
C -0.640 -0.986 0.396
O 0.628 -0.795 0.935
H 1.719 -1.078 -0.805
H 2.487 -0.188 0.497
H 1.495 1.836 0.033
H 1.580 1.147 -1.601
H -1.777 -0.134 -1.320
H -1.397 0.649 1.655
H -2.730 -0.421 0.997
H -0.886 -2.022 0.154
*
```


ORCA calculation (wB97M-V/def2-TZVPD) on a structure of composition C5H8O2.

The energy above the lowest of the compared OMol25 structures with the same formula, charge and spin comes out at 62.65 kcal per mole. The strongest force on any atom is 0.6 eV Å⁻¹. The gap between HOMO and LUMO is 0.379 Eh. For the HOMO energy, the calculation gives -0.3452 Eh.

Geometry as ORCA input:
```
! wB97M-V def2-TZVPD RIJCOSX def2/J DEFGRID3
* xyz 0 1
O 2.100 -0.269 0.155
C 0.973 0.019 -0.155
C 0.438 1.276 -0.854
C -1.031 0.828 -0.856
C -1.281 0.315 0.572
C -0.332 -0.767 0.024
O -0.913 -0.557 -1.293
H 2.018 -2.167 1.494
H 1.841 -2.703 1.981
H 0.651 2.181 -0.277
H 0.849 1.380 -1.861
H -1.760 1.410 -1.421
H -0.968 0.928 1.424
H -2.293 -0.074 0.699
H -0.292 -1.800 0.367
*
```


ORCA calculation (wB97M-V/def2-TZVPD) on a structure of composition C5H8O2.

The energy above the lowest of the compared OMol25 structures with the same formula, charge and spin comes out at 111.20 kcal per mole. The strongest force on any atom is 0.3 eV Å⁻¹. The gap between HOMO and LUMO is 0.354 Eh. For the HOMO energy, the calculation gives -0.3228 Eh.

Geometry as ORCA input:
```
! wB97M-V def2-TZVPD RIJCOSX def2/J DEFGRID3
* xyz 0 1
C 1.630 0.367 -1.073
C 1.367 -0.135 0.188
O 2.000 -0.636 1.108
C -0.301 -0.384 0.416
O -0.458 -1.392 1.331
C -1.496 -0.101 -0.491
C -1.104 0.891 0.547
H 0.468 -0.714 -0.662
H 0.853 0.895 -1.618
H 2.654 0.474 -1.416
H 0.396 -1.400 1.815
H -2.340 -0.753 -0.290
H -1.325 0.130 -1.539
H -0.637 1.820 0.234
H -1.706 0.940 1.449
*
```


ORCA calculation (wB97M-V/def2-TZVPD) on the molecule C5H8O2.

The energy above the lowest of the compared OMol25 structures with the same formula, charge and spin comes out at 123.88 kcal per mole. The strongest force on any atom is 0.4 eV Å⁻¹. The gap between HOMO and LUMO is 0.282 Eh. For the HOMO energy, the calculation gives -0.3049 Eh.

Geometry as ORCA input:
```
! wB97M-V def2-TZVPD RIJCOSX def2/J DEFGRID3
* xyz 0 1
C 0.341 -2.013 0.679
C -0.067 -0.712 0.127
C -1.205 0.119 0.187
C 0.297 0.663 0.291
O 0.923 1.055 1.451
C 0.675 1.188 -1.098
O 0.007 0.401 -1.967
H -0.394 -2.794 0.471
H 0.434 -1.894 1.768
H 1.325 -2.308 0.303
H -1.451 0.509 -0.829
H -1.988 -0.034 0.927
H 1.215 1.969 1.338
H 0.500 2.278 -1.236
H 1.778 1.048 -1.090
*
```


ORCA calculation (wB97M-V/def2-TZVPD) on the molecule C5H8O2.

The energy above the lowest of the compared OMol25 structures with the same formula, charge and spin comes out at 56.94 kcal per mole. The strongest force on any atom is 0.5 eV Å⁻¹. The structure (SMILES) is C[C@@H]1[C@H](O)[C@@H]2O[C@H]12. The gap between HOMO and LUMO is 0.395 Eh. For the HOMO energy, the calculation gives -0.3579 Eh.

Geometry as ORCA input:
```
! wB97M-V def2-TZVPD RIJCOSX def2/J DEFGRID3
* xyz 0 1
C -0.634 -0.776 1.544
C 0.345 -0.106 0.605
C -0.016 1.167 -0.242
O -1.370 1.328 -0.545
C 0.761 0.503 -1.409
O -0.137 -0.548 -1.775
C 0.786 -0.776 -0.696
H -0.171 -1.675 1.972
H -1.544 -1.075 1.019
H -0.916 -0.119 2.374
H 1.278 0.134 1.137
H 0.363 2.114 0.149
H -1.556 0.590 -1.154
H 1.434 0.917 -2.157
H 1.376 -1.677 -0.821
*
```


ORCA calculation (wB97M-V/def2-TZVPD) on the molecule C5H8O2.

The energy above the lowest of the compared OMol25 structures with the same formula, charge and spin comes out at 42.67 kcal per mole. The strongest force on any atom is 0.4 eV Å⁻¹. The structure (SMILES) is C=C(O)[C@H]1C[C@@H]1O. The gap between HOMO and LUMO is 0.353 Eh. For the HOMO energy, the calculation gives -0.3233 Eh.

Geometry as ORCA input:
```
! wB97M-V def2-TZVPD RIJCOSX def2/J DEFGRID3
* xyz 0 1
C 0.400 1.852 -1.296
C 0.473 1.030 -0.248
O 1.475 1.054 0.680
C -0.534 -0.037 0.013
C -0.280 -1.433 -0.530
C -0.258 -1.191 0.934
O -1.329 -1.734 1.644
H 1.144 2.626 -1.479
H -0.408 1.742 -2.013
H 2.138 1.697 0.395
H -1.571 0.286 -0.017
H 0.661 -1.608 -1.045
H -1.137 -1.973 -0.921
H 0.708 -1.213 1.438
H -1.511 -1.148 2.390
*
```


ORCA calculation (wB97M-V/def2-TZVPD) on a structure of composition C5H8O2.

The energy above the lowest of the compared OMol25 structures with the same formula, charge and spin comes out at 39.43 kcal per mole. The strongest force on any atom is 0.4 eV Å⁻¹. The gap between HOMO and LUMO is 0.395 Eh. For the HOMO energy, the calculation gives -0.3577 Eh.

Geometry as ORCA input:
```
! wB97M-V def2-TZVPD RIJCOSX def2/J DEFGRID3
* xyz 0 1
O 1.986 -0.964 -0.387
C 1.035 -0.351 0.450
C 0.640 1.069 -0.032
C -0.720 0.686 -0.638
C -1.442 0.007 0.533
C -0.340 -1.020 0.212
O -0.490 -0.648 -1.195
H 1.529 -1.048 -1.241
H 1.434 -0.396 1.465
H 0.526 1.783 0.790
H 1.363 1.458 -0.752
H -1.202 1.363 -1.344
H -1.489 0.501 1.509
H -2.428 -0.346 0.222
H -0.402 -2.093 0.408
*
```


ORCA calculation (wB97M-V/def2-TZVPD) on a structure of composition C5H8O2.

The energy above the lowest of the compared OMol25 structures with the same formula, charge and spin comes out at 134.13 kcal per mole. The strongest force on any atom is 0.3 eV Å⁻¹. The gap between HOMO and LUMO is 0.333 Eh. For the HOMO energy, the calculation gives -0.3122 Eh.

Geometry as ORCA input:
```
! wB97M-V def2-TZVPD RIJCOSX def2/J DEFGRID3
* xyz 0 1
C -0.122 2.180 -0.179
C -0.385 0.719 -0.222
C -0.005 -0.352 -1.157
C 0.372 -0.459 0.333
O 1.683 -0.526 0.737
C -0.848 -0.664 1.196
O -1.562 0.234 0.489
H -0.863 2.729 -0.768
H 0.875 2.384 -0.576
H -0.168 2.524 0.858
H -0.756 -0.999 -1.602
H 0.869 -0.137 -1.767
H 2.000 -1.423 0.570
H -0.405 -3.377 0.826
H -0.684 -2.832 1.263
*
```


ORCA calculation (wB97M-V/def2-TZVPD) on a structure of composition C5H8O2.

The energy above the lowest of the compared OMol25 structures with the same formula, charge and spin comes out at 3.52 kcal per mole. The strongest force on any atom is 0.8 eV Å⁻¹. The gap between HOMO and LUMO is 0.411 Eh. For the HOMO energy, the calculation gives -0.3838 Eh.

Geometry as ORCA input:
```
! wB97M-V def2-TZVPD RIJCOSX def2/J DEFGRID3
* xyz 0 1
C 0.772 -1.334 -0.209
C 0.057 -0.046 0.150
C 0.771 0.724 1.246
C -0.519 0.737 -1.048
C -1.859 0.183 -0.543
O -3.004 0.129 -0.879
O -1.315 -0.372 0.572
H 0.233 -1.872 -0.995
H 1.791 -1.133 -0.556
H 0.828 -1.978 0.675
H 0.243 1.645 1.508
H 0.834 0.102 2.146
H 1.794 0.978 0.946
H -0.408 1.823 -0.963
H -0.221 0.415 -2.049
*
```


ORCA calculation (wB97M-V/def2-TZVPD) on a structure of composition C5H8O2.

The energy above the lowest of the compared OMol25 structures with the same formula, charge and spin comes out at 62.34 kcal per mole. The strongest force on any atom is 0.4 eV Å⁻¹. The gap between HOMO and LUMO is 0.391 Eh. For the HOMO energy, the calculation gives -0.3534 Eh.

Geometry as ORCA input:
```
! wB97M-V def2-TZVPD RIJCOSX def2/J DEFGRID3
* xyz 0 1
O 2.638 0.634 0.709
C 1.669 0.155 -0.204
C 0.405 -0.279 0.498
O -0.400 0.813 1.011
C -1.568 0.202 0.467
C -1.520 0.207 -1.020
C -0.780 -0.861 -0.248
H 2.254 0.624 1.593
H 1.442 0.934 -0.942
H 2.079 -0.712 -0.741
H 0.676 -0.934 1.340
H -2.458 0.159 1.088
H -1.006 1.008 -1.545
H -2.411 -0.171 -1.516
H -0.969 -1.921 -0.372
*
```


Number 1: electronic energy -9403.841 eV. Number 2: electronic energy -9409.647 eV. Number 3: electronic energy -9407.567 eV. Number 4: electronic energy -9406.366 eV. Number 5: electronic energy -9408.886 eV. Number 6: electronic energy -9406.931 eV. Number 7: electronic energy -9407.582 eV. Number 8: electronic energy -9407.115 eV. Number 9: electronic energy -9405.010 eV. Number 10: electronic energy -9404.460 eV. Number 11: electronic energy -9407.363 eV. Number 12: electronic energy -9407.982 eV. Number 13: electronic energy -9408.122 eV. Number 14: electronic energy -9404.016 eV. Number 15: electronic energy -9409.679 eV. Number 16: electronic energy -9407.129 eV.